(1)
# C26H18Cl2FeNO14P

C26H18Cl2FeNO14P as an isolated structure (ωB97M-V/def2-TZVPD, OMol25).

Geometry as XYZ:
```
63
Properties=species:S:1:pos:R:3:forces:R:3
Fe -1.5891 0.3920 2.5746 0.14 -0.17 -0.33
O 1.5053 1.7978 3.6630 0.04 0.03 0.01
C 1.5506 1.1320 2.6683 -0.03 -0.13 -0.05
O 0.4956 0.9238 1.8674 -0.02 0.22 0.07
C 2.7334 0.4373 2.1097 -0.02 0.05 0.05
C 3.9785 0.4476 2.7128 -0.01 -0.01 -0.01
C 5.0305 -0.1762 2.0636 0.00 0.00 -0.01
C 4.8220 -0.7686 0.8234 0.02 -0.01 -0.01
C 3.5674 -0.7687 0.2283 -0.08 -0.04 0.01
C 2.4972 -0.1785 0.8920 -0.05 0.04 0.02
P 0.7951 0.1584 0.2390 0.35 -0.14 -0.16
C 1.0527 1.7806 -0.5677 -0.01 0.05 0.05
C 0.3821 2.9292 -0.1542 -0.07 -0.05 -0.10
C 0.6840 4.1585 -0.7267 -0.03 -0.01 0.04
C 1.6749 4.2637 -1.6872 0.03 0.00 -0.02
C 2.3735 3.1296 -2.0792 -0.01 -0.01 -0.01
C 2.0629 1.8990 -1.5259 -0.06 -0.02 0.05
C 0.8772 -1.0164 -1.2019 -0.11 0.22 -0.22
C 0.4570 -0.6355 -2.4771 0.11 0.04 0.07
C 0.3593 -1.5604 -3.5055 -0.02 -0.04 0.00
C 0.6583 -2.8941 -3.2698 -0.03 0.01 -0.03
C 1.0374 -3.2954 -1.9978 0.04 0.04 0.05
C 1.1352 -2.3652 -0.9715 0.21 -0.10 0.07
H 4.1002 0.9415 3.6676 0.00 0.00 0.00
H 6.0159 -0.1927 2.5111 0.00 0.00 0.00
H 5.6501 -1.2386 0.3075 0.00 0.00 0.00
H 3.4436 -1.2227 -0.7430 -0.06 -0.06 -0.04
H -0.3884 2.8604 0.5991 0.02 0.00 0.05
H 0.1403 5.0370 -0.4035 0.00 0.00 0.00
H 1.9122 5.2265 -2.1223 0.00 0.00 0.00
H 3.1648 3.1989 -2.8149 -0.01 0.01 0.00
H 2.6268 1.0310 -1.8345 0.01 -0.11 -0.03
H 0.1805 0.3925 -2.6711 0.01 0.05 -0.01
H 0.0243 -1.2394 -4.4837 0.00 -0.01 0.00
H 0.5709 -3.6214 -4.0671 0.00 0.00 -0.01
H 1.2417 -4.3388 -1.7919 0.00 0.00 -0.01
H 1.3814 -2.7077 0.0282 0.04 0.06 -0.06
O -2.0852 1.8252 1.2255 0.04 0.08 -0.01
C -2.6596 1.6492 0.0893 -0.12 -0.04 -0.02
C -2.6437 0.4567 -0.6560 -0.01 -0.14 -0.14
C -3.5477 0.2184 -1.7243 0.10 0.02 0.12
C -3.6530 -1.0422 -2.2468 -0.18 0.02 -0.30
C -2.9294 -2.1487 -1.7862 0.14 0.02 0.10
C -1.9668 -1.9116 -0.8098 -0.11 -0.07 -0.09
C -1.7858 -0.6375 -0.3359 0.10 0.25 0.16
O -0.7580 -0.3364 0.5639 0.00 -0.19 0.15
N -4.6153 -1.2519 -3.3490 -0.17 0.01 0.29
O -5.2535 -0.2952 -3.7530 0.12 -0.04 -0.06
O -4.7471 -2.3832 -3.7807 0.09 0.06 -0.05
H -3.2394 2.4866 -0.3095 -0.01 -0.01 -0.04
H -4.1846 1.0109 -2.0903 -0.01 0.00 -0.01
H -3.0962 -3.1277 -2.2028 0.00 -0.01 0.00
H -1.3349 -2.7083 -0.4441 -0.07 0.02 0.01
O -2.8322 -0.0983 4.5689 -0.07 0.12 -0.07
Cl -3.6959 0.9314 3.9845 -0.04 -0.57 -0.02
O -4.8433 1.1879 4.7741 -0.14 0.00 0.08
O -4.0427 0.4417 2.6527 -0.04 0.10 0.27
O -2.8618 2.0999 3.8331 0.09 0.40 0.08
O -0.0635 -0.8189 3.8947 0.04 0.06 0.03
Cl -0.2726 -2.0877 3.1968 -0.08 -0.02 0.05
O 0.7341 -2.2392 2.1771 0.06 -0.05 0.04
O -0.2416 -3.1842 4.0968 -0.01 0.00 0.05
O -1.5856 -1.9539 2.5713 -0.12 0.06 -0.08
```
Forces are in eV/Å.

Computed properties:
spin multiplicity: 6
net charge: -1
HOMO (alpha / beta): -0.1295 / -0.2460 Eh
⟨S²⟩: 8.79
Kohn-Sham gap (alpha / beta): 5.5 / 8.7 eV

---

(2)
# C26H18Cl3N5OSTi

C26H18Cl3N5OSTi as an isolated structure at a distorted geometry (ωB97M-V/def2-TZVPD, OMol25).

Geometry as XYZ:
```
55
Properties=species:S:1:pos:R:3:forces:R:3
Ti -0.4069 0.4369 -0.9690 -1.55 -0.06 -0.39
N -2.2014 -0.4694 -4.3861 0.12 0.02 -0.10
C -1.4173 -0.6003 -3.2920 -0.09 -0.56 0.48
S -2.2153 -0.9447 -1.7531 -0.04 -0.02 -0.06
N -0.1214 -0.5717 -3.4099 0.25 0.00 -0.77
N 0.5071 -0.6709 -2.1918 0.57 -0.92 -0.35
C 1.2518 -1.6982 -1.7822 0.11 -0.11 0.09
C 1.6451 -2.8661 -2.5745 -0.04 -0.12 -0.16
C 0.7600 -3.4548 -3.4845 0.01 0.02 0.08
C 1.1340 -4.5770 -4.2040 0.02 -0.02 -0.01
C 2.3936 -5.1332 -4.0337 -0.03 0.02 0.01
C 3.2819 -4.5545 -3.1385 0.07 -0.08 -0.03
C 2.9143 -3.4327 -2.4162 -0.04 0.13 -0.04
C 1.4790 -1.5795 -0.3524 -0.07 0.67 -0.35
C 1.8765 -2.6458 0.5055 0.15 -0.20 0.45
C 1.7835 -2.4664 1.8864 0.09 -0.03 -0.16
C 1.4060 -1.2631 2.4179 0.07 0.02 0.12
C 1.0679 -0.1322 1.5412 -0.69 0.36 0.38
N 1.0912 -0.3977 0.1349 0.65 -1.05 0.57
H -3.1857 -0.3535 -4.2377 -0.03 0.08 -0.03
H -1.7902 -0.1207 -5.2355 0.01 0.02 0.02
H -0.2282 -3.0412 -3.6127 -0.03 0.02 0.01
H 0.4339 -5.0225 -4.8990 0.00 0.00 0.01
H 2.6819 -6.0120 -4.5956 0.01 0.01 0.00
H 4.2694 -4.9793 -3.0098 0.00 0.03 0.01
H 3.6306 -2.9705 -1.7481 -0.03 0.00 0.04
H 2.1487 -3.6024 0.0904 0.00 0.00 -0.06
H 2.0099 -3.2935 2.5469 0.01 -0.01 -0.02
H 1.3352 -1.1178 3.4873 0.01 -0.02 -0.01
H 1.7027 0.7443 1.7565 0.22 -0.13 -0.07
Cl -1.4934 6.7460 1.5086 -0.01 0.12 0.09
C -1.3771 5.3198 0.5360 -0.01 -0.19 -0.13
C -0.1599 4.6656 0.4332 0.13 0.03 0.05
C -0.0990 3.5359 -0.3523 -0.37 -0.04 -0.22
Cl 1.3396 2.5680 -0.5048 0.36 0.39 0.20
C -1.1991 3.0185 -1.0507 0.03 0.71 0.21
O -1.0621 1.9297 -1.7829 -0.47 1.43 -0.65
C -2.4111 3.7008 -0.8919 0.23 -0.17 -0.09
Cl -3.8048 3.0517 -1.6683 -0.11 0.03 -0.05
C -2.5029 4.8415 -0.1147 0.02 0.06 0.03
H 0.7099 5.0268 0.9631 0.00 -0.01 -0.01
H -3.4507 5.3499 -0.0115 -0.01 -0.02 0.00
N -1.1160 0.7004 0.8004 -0.21 -0.07 0.84
C -0.3859 0.5140 1.7963 0.90 -0.39 -0.01
C -0.6986 0.9251 3.1839 -0.24 0.09 0.11
C 0.2708 1.4150 4.0555 0.00 -0.06 -0.03
C -0.0861 1.8565 5.3210 0.03 0.00 0.03
C -1.4102 1.8029 5.7284 0.00 0.00 0.02
C -2.3806 1.3083 4.8665 -0.03 0.00 0.02
C -2.0293 0.8756 3.5999 0.08 0.01 -0.02
H 1.3081 1.4773 3.7487 -0.01 0.00 0.00
H 0.6736 2.2448 5.9872 -0.01 0.01 0.00
H -1.6871 2.1494 6.7157 0.00 -0.01 0.00
H -3.4148 1.2686 5.1834 0.01 -0.01 -0.01
H -2.7713 0.4986 2.9083 -0.01 0.03 -0.01
```
Forces are in eV/Å.

Computed properties:
spin multiplicity: 3
net charge: 0
HOMO (alpha / beta): -0.2389 / -0.3045 Eh
⟨S²⟩: 2.05
Kohn-Sham gap (alpha / beta): 6.2 / 6.5 eV

---

(3)
# C26H18Cl5HoN4O4S

C26H18Cl5HoN4O4S as an isolated structure (ωB97M-V/def2-TZVPD, OMol25).

Geometry as XYZ:
```
59
Properties=species:S:1:pos:R:3:forces:R:3
Ho 0.2292 0.2098 0.0011 -0.01 0.73 -0.09
C -2.2910 -3.4532 -1.3883 0.00 -0.06 -0.11
C -1.5017 -2.1942 -1.2770 -0.01 0.11 -0.36
N -1.1085 -1.6802 -0.1734 -0.13 -0.37 0.38
N -1.4403 -2.3148 1.0161 -0.03 -0.01 -0.33
C -1.0439 -1.6038 2.0387 0.16 0.25 0.36
O -0.4289 -0.4559 1.9583 -0.12 -0.49 -0.40
C -1.2914 -2.1311 3.4029 0.01 0.12 -0.07
C -1.9994 -3.3104 3.6182 -0.02 -0.04 0.00
C -2.2006 -3.7649 4.9104 0.01 0.01 0.00
C -1.6954 -3.0482 5.9899 -0.01 -0.03 0.01
C -0.9875 -1.8742 5.7782 -0.02 -0.01 -0.09
C -0.7879 -1.4151 4.4842 0.00 -0.03 0.15
C -1.1418 -1.4252 -2.5106 -0.13 -0.20 0.25
C -1.3617 -1.9346 -3.7746 0.00 0.03 -0.20
C -1.0005 -1.1690 -4.8794 -0.06 -0.13 0.01
C -0.4448 0.0804 -4.6905 0.03 0.09 0.02
C -0.2537 0.5210 -3.3901 -0.05 -0.02 -0.03
N -0.5960 -0.2111 -2.3341 0.29 0.16 0.53
H -2.5904 -3.7985 -0.4060 0.01 0.02 0.03
H -1.6857 -4.2293 -1.8644 0.00 0.01 0.02
H -3.1725 -3.2969 -2.0130 0.01 0.00 0.03
H -2.3841 -3.8613 2.7708 0.01 0.01 0.01
H -2.7510 -4.6814 5.0785 0.01 0.01 0.01
H -1.8527 -3.4091 6.9983 0.00 0.00 -0.01
H -0.5894 -1.3176 6.6167 -0.01 -0.01 -0.01
H -0.2350 -0.5052 4.3001 0.00 0.00 0.01
H -1.8013 -2.9137 -3.8985 0.02 0.02 -0.03
H -1.1565 -1.5534 -5.8788 0.00 0.00 0.01
H -0.1542 0.7113 -5.5180 0.00 -0.03 -0.01
H 0.1862 1.4922 -3.1904 0.01 0.01 0.00
N -2.0060 1.3883 0.1227 -0.04 0.22 0.18
C -1.3218 2.6132 -0.1905 -0.05 -0.12 0.05
C -1.7518 3.4665 -1.1927 0.07 -0.15 -0.14
C -0.9661 4.5557 -1.5405 0.04 0.07 -0.08
C 0.2349 4.8154 -0.8910 -0.15 -0.19 0.09
C 0.6430 3.9884 0.1426 0.14 -0.20 -0.13
C -0.1157 2.8683 0.4711 -0.07 0.12 0.12
S 1.2939 6.1762 -1.3919 0.05 0.16 -0.08
O 0.6429 6.6769 -2.5868 -0.02 0.02 -0.03
O 2.5593 5.5022 -1.6113 0.08 -0.06 -0.03
O 1.2652 7.0582 -0.2442 -0.02 0.01 0.04
H -2.8428 1.2798 -0.4334 -0.01 -0.10 -0.09
H -2.2681 1.3327 1.1018 -0.03 0.02 0.05
H -2.6837 3.2637 -1.7095 0.00 0.03 0.01
H -1.2595 5.2254 -2.3396 0.00 0.01 0.02
H 1.5740 4.1960 0.6564 -0.03 0.02 0.01
H 0.1702 2.2770 1.3426 -0.07 0.10 0.18
Cl 2.3297 -1.8358 -2.5725 0.00 0.14 0.21
C 3.2206 -1.1560 -1.2138 0.20 -0.22 -0.24
C 2.5423 -0.4146 -0.2656 -0.14 -0.16 -0.20
C 3.3095 0.0325 0.7873 0.07 0.13 0.22
Cl 2.4655 0.9427 2.0534 0.03 -0.04 -0.23
C 4.6722 -0.1917 0.9341 -0.02 0.03 0.04
Cl 5.5371 0.4072 2.2907 0.00 -0.01 -0.03
C 5.3152 -0.9278 -0.0585 0.03 -0.02 -0.02
Cl 7.0001 -1.2332 0.0611 -0.02 0.00 0.00
C 4.5862 -1.4217 -1.1436 0.02 -0.01 -0.02
Cl 5.3861 -2.3480 -2.3537 -0.03 0.03 0.03
```
Forces are in eV/Å.

Computed properties:
spin multiplicity: 5
net charge: 0
HOMO (alpha / beta): -0.2929 / -0.2929 Eh
⟨S²⟩: 6.00
Kohn-Sham gap (alpha / beta): 6.2 / 6.2 eV

---

| no. | energy (eV) |
| --- | --- |
| 1 | -126116.3936 |
| 2 | -108270.5566 |
| 3 | -140651.4531 |